The following is a DFT calculation (ωB97M-V/def2-TZVPD) of one molecule with the formula C2H6S at a distorted geometry.

energy = -13006.050 eV
E_LUMO = 1.17 eV
energy above the lowest of the compared OMol25 structures with the same formula, charge and spin = 7.92 kcal per mole
structure (SMILES) = CSC
highest occupied orbital energy = -8.50 eV
HOMO-LUMO gap = 9.663 eV

Bonds (Å) are listed after each position.
Positions of all 9 atoms, in Å:
1 C 0.037 -0.779 1.168  S2 1.804, H4 1.088, H5 1.088, H6 1.092
2 S 0.689 0.795 0.576  C1 1.804, C3 1.784
3 C 0.013 0.844 -1.075  S2 1.784, H7 1.093, H8 1.103, H9 1.090
4 H -0.353 -1.374 0.345  C1 1.088
5 H -0.698 -0.745 1.969  C1 1.088
6 H 0.892 -1.334 1.559  C1 1.092
7 H -0.075 -0.140 -1.545  C3 1.093
8 H -0.988 1.304 -1.133  C3 1.103
9 H 0.484 1.429 -1.864  C3 1.090